{"formula": "CH14O5S", "method": "ωB97M-V/def2-TZVPD", "total_charge": 0, "energy_ha": -820.8562, "relative_energy_kj_mol": 70.9, "homo_lumo_gap_ev": 9.11, "largest_force_ha_per_bohr": 0.018, "elements": ["C", "S", "H", "H", "H", "H", "H", "H", "O", "H", "H", "O", "H", "H", "O", "H", "H", "O", "H", "H", "O"], "xyz": [[-0.51, -1.16, 2.78], [-0.45, -2.84, 2.08], [-1.54, -0.81, 2.76], [0.12, -0.45, 2.24], [-0.24, -1.34, 3.81], [-1.38, -2.72, 1.13], [-2.08, -0.97, -2.15], [-2.35, 0.13, -3.19], [-1.71, -0.52, -2.91], [-1.02, 3.43, -0.65], [-2.18, 2.74, -1.27], [-1.73, 3.60, -1.29], [1.77, 0.18, -3.14], [0.34, 0.72, -2.86], [1.20, 0.56, -2.47], [3.39, 0.45, 0.55], [2.61, 0.53, -0.76], [3.50, 0.44, -0.41], [0.82, 1.58, 0.39], [0.53, 2.35, 1.69], [0.13, 1.77, 1.03]], "lowdin_charge": [-0.4805, 0.6141, 0.0290, -0.0047, 0.0094, -0.1856, 0.0435, 0.0392, -0.0459, 0.0151, 0.0225, -0.0627, 0.0492, 0.0158, -0.0486, 0.0281, -0.0146, -0.0552, 0.0226, 0.0527, -0.0433]}